Computed, not measured: a molecular structure, C52H60CaN4O4SSi2, with the ωB97M-V functional and the def2-TZVPD basis.

XYZ file:
```
124
Properties=species:S:1:pos:R:3
Ca 0.76753 0.29568 0.11112
S 3.45160 3.90400 6.80174
Si -2.13927 2.24364 -1.34357
Si 0.35574 -2.42138 1.45822
O -2.19237 3.87287 -1.05160
O -3.56906 1.68196 -0.70065
O -2.33447 2.10472 -2.98763
O -0.86466 1.51742 -0.80340
N 4.28133 3.42689 5.43456
N 0.22180 1.27941 2.33702
N 2.75084 1.24453 1.34988
N 1.91104 3.42312 6.37655
C -1.64088 -4.01158 0.13678
C -4.08318 4.81120 0.08447
C -2.16914 -5.08856 -0.56094
C 3.89857 -4.00603 3.19372
C 0.01365 -1.65303 4.18350
C 3.79346 -2.60651 -2.90437
C -0.31506 -3.99184 0.58462
C -2.16574 3.83300 1.37706
C 3.96995 1.19825 0.85613
C -4.20079 0.43223 -0.96259
C -0.54995 -1.60015 5.44917
C -2.89315 4.06719 -4.23385
C 4.86998 -3.63917 2.27045
C -0.36418 2.27989 4.86297
C -1.88901 2.93122 -4.04602
C 2.90620 -1.86465 -3.69429
C -0.04887 -6.19240 -0.42716
C 3.35111 2.88601 4.63141
C -1.34510 1.72987 4.08215
C -0.46808 -2.51553 3.18832
C 3.15285 -1.81739 -5.06343
C 4.90119 2.26891 2.78097
C 0.96092 2.33124 4.38595
C -3.19253 -0.65176 -1.33434
C 3.16834 -2.56525 0.95166
C -1.55987 -3.31702 3.52776
C 2.22062 -0.28231 -1.86528
C 4.49913 -2.91615 1.14511
C 4.87726 -3.26381 -3.45712
C 5.08435 1.70546 1.54631
C 2.16818 -2.93239 1.85931
C 0.94220 -0.28158 -3.98553
C 2.57005 -3.65765 2.98537
C -5.20333 0.62694 -2.10051
C 0.46419 -5.11367 0.28394
C -2.14170 -3.26495 4.79049
C -1.00302 1.23779 2.81176
C 3.60892 2.32672 3.33746
C -0.49901 3.49018 -3.75230
C -1.83840 5.92676 0.04533
C 2.55025 1.79205 2.57129
C -1.37018 -6.18724 -0.85177
C -4.92857 0.04838 0.32166
C -2.57117 4.59126 0.11383
C 1.73785 -1.16574 -3.01390
C -1.63865 -2.40810 5.75887
C 4.24636 -2.47181 -5.62485
C -1.84708 2.04815 -5.29121
C 0.77981 -2.25055 -2.49026
C 2.03726 2.88523 5.15342
C 5.11433 -3.19784 -4.82757
C 1.20696 1.80189 3.10106
H 2.48742 -1.25707 -5.70822
H 3.61586 -2.64907 -1.83581
H -3.20240 -5.06333 -0.89149
H 3.08006 0.30393 -2.24409
H -4.41910 5.34420 0.97913
H -4.36018 5.39675 -0.79580
H 1.82637 -3.95196 3.71996
H -2.35865 4.43151 2.27108
H 0.45933 -2.93316 -3.28551
H 0.16927 0.23545 -3.41392
H -0.76044 5.75814 0.06721
H -5.72987 -0.30636 -2.32003
H -2.37018 1.66024 4.42144
H -4.58632 3.84580 0.03396
H -2.11091 6.56872 0.88670
H 5.24776 -2.60837 0.42221
H -0.12299 4.03692 -4.62110
H -3.88042 3.65594 -4.45689
H -1.12339 1.24458 -5.15218
H -2.45360 -0.78254 -0.54281
H -2.95847 4.65134 -3.31526
H 5.72417 2.67167 3.35793
H -2.27559 -3.15153 0.32870
H -4.67773 0.96117 -2.99481
H 1.50007 -5.14209 0.60495
H 4.06507 0.73503 -0.12098
H 0.19160 2.67805 -3.52296
H -0.56791 2.67386 5.85075
H 5.96626 -3.70713 -5.26314
H -2.59187 4.72393 -5.05560
H -1.56731 2.62751 -6.17533
H -2.73098 2.90198 1.45521
H -1.10357 3.58392 1.34390
H -2.66225 -0.39551 -2.25516
H -1.77088 -7.02435 -1.41205
H 5.90837 -3.90533 2.43381
H 1.57663 0.47423 -4.45675
H 0.45142 -0.86817 -4.77461
H 4.41458 -2.41128 -6.69488
H 4.17789 -4.56321 4.08178
H -5.60762 0.85134 0.61661
H -2.09022 6.43924 -0.88586
H 1.24493 -2.84013 -1.69887
H -5.93689 1.38729 -1.82161
H -0.14637 -0.91612 6.18763
H 0.85306 -0.99887 3.95943
H 0.58967 -7.04003 -0.65233
H -1.96577 -4.00479 2.79241
H -2.99113 -3.90128 5.01752
H 5.54407 -3.83113 -2.81693
H -0.53013 4.16756 -2.89560
H -3.70873 -1.60365 -1.48716
H -2.83036 1.60238 -5.45890
H -2.09018 -2.36566 6.74365
H -5.50487 -0.87042 0.18603
H -1.75795 0.80145 2.16211
H -0.11390 -1.78243 -2.06283
H 2.90099 -1.97340 0.07539
H 6.06559 1.63803 1.09515
H -4.20872 -0.11187 1.12758
```

Summary:
2S+1: 1
E_HOMO (alpha / beta): -1.78 / -0.40 eV
orbital gap (alpha / beta): 5.818 / 4.429 eV
E_LUMO (alpha / beta): 0.1483 / 0.1482 hartree
calculated total energy: -4192.6193 Ha
net charge: -2

---

Computed, not measured: 2 unconnected molecules or ions with the total composition C6H14BrIO5PS at a distorted geometry, with the ωB97M-V functional and the def2-TZVPD basis.

XYZ file:
```
29
Properties=species:S:1:pos:R:3
I 0.08318 -3.39152 1.15344
Br 1.05325 -2.33147 -3.73248
S 1.93961 2.61344 2.74353
P 0.01290 -0.27822 -2.11603
O -1.27413 -0.60656 -2.82686
O 1.27441 -0.54849 -3.24660
O 3.31644 4.74786 0.27480
O 0.37008 -1.25452 -0.81204
O 0.00568 1.33712 -1.75111
C 0.44866 1.45242 0.72475
C -1.99456 -1.47002 0.04870
C 1.67239 1.10945 1.67742
C -3.04035 -2.60888 0.43515
C -0.69740 -2.15057 -0.49378
C 1.00081 1.68628 -0.73761
H 0.73459 2.69337 3.41510
H -0.07635 2.34872 1.11862
H -2.88187 -3.51652 -0.19777
H -4.08945 -2.24507 0.33225
H 1.21735 2.78536 -0.80464
H -0.93934 -2.87008 -1.30615
H 3.38801 4.15939 1.03543
H -1.81388 -0.87475 0.97387
H 1.97412 1.17506 -0.92040
H -0.27728 0.60905 0.74156
H -2.87403 -2.89709 1.50087
H 2.59129 0.87889 1.09917
H 1.39019 0.27111 2.36117
H -2.51432 -0.82377 -0.69035
```

Summary:
2S+1: 1
E_HOMO: -2.34 eV
orbital gap: 3.146 eV
E_LUMO: 0.0298 hartree
calculated total energy: -4224.4464 Ha
net charge: -1

---

Q: Among the records above, which one has the lowest calculated total energy?
A: C6H14BrIO5PS